# 1
C17H28I2N3O9 | ωB97M-V/def2-TZVPD

- Net charge: +1
- Frontier orbital gap: 0.255 Eh
- Energy: -57172.836 eV
- 2S+1: 1
- Lowest unoccupied orbital energy: -4.9 eV

Last column: Löwdin charge in e.
Atoms and positions in Å:
O1 3.33759 -1.94865 1.99055  0.197
N1 3.26647 -1.21699 1.13947  0.134
O2 2.16919 -0.16701 1.45148  0.044
C1 2.52770 1.02577 1.04602  -0.391
N2 3.69729 1.61785 1.33590  0.159
C2 3.69981 2.85743 0.74449  -0.764
I1 5.27402 4.18084 0.90313  0.995
C3 2.52828 3.02009 0.10175  -0.074
N3 1.80808 1.84984 0.30243  -0.011
C4 0.45878 1.51538 -0.14684  -0.095
C5 -0.46482 1.40762 1.06399  -0.792
O3 -1.25305 0.56581 1.20179  0.080
I2 -0.20052 2.96334 2.55418  0.888
H1 4.42202 1.22292 1.90871  0.168
H2 2.15263 3.84783 -0.45585  0.140
H3 0.45236 0.59470 -0.70888  0.150
H4 0.11205 2.32135 -0.77503  0.107
O4 0.27662 2.55488 -2.94605  0.062
C6 -0.69848 3.08982 -3.42402  -0.523
O5 -1.89928 2.69043 -3.00697  0.003
C7 -3.12489 3.35933 -3.36852  -0.215
C8 -3.66227 2.87237 -4.69402  -0.048
C9 -0.57987 4.11748 -4.51915  0.025
H5 -2.98991 4.44073 -3.34137  0.115
H6 -3.82421 3.11217 -2.57301  0.124
H7 -2.97537 3.08719 -5.51298  0.073
H8 -4.61710 3.34713 -4.91387  0.092
H9 -3.80891 1.79272 -4.66610  0.080
H10 -0.48641 3.59977 -5.47253  0.105
H11 0.32115 4.69994 -4.34597  0.093
H12 -1.41416 4.81111 -4.56861  0.076
O6 4.90512 -2.22349 8.81198  0.125
C10 4.95832 -2.82424 7.78163  -0.521
O7 4.95251 -2.11787 6.62293  -0.007
C11 5.19083 -2.70283 5.34870  -0.245
C12 3.92708 -3.27996 4.74227  -0.076
C13 4.95121 -4.33487 7.73006  0.015
H13 5.99680 -3.43586 5.39876  0.116
H14 5.55615 -1.88282 4.72936  0.116
H15 3.52600 -4.09351 5.34497  0.075
H16 4.12607 -3.66316 3.74219  0.066
H17 3.15414 -2.51349 4.68207  0.075
H18 3.92069 -4.68167 7.79091  0.098
H19 5.49763 -4.70342 8.59329  0.094
H20 5.41974 -4.75661 6.84366  0.069
O8 -6.58801 -0.76276 -5.20214  0.117
C14 -6.06882 -1.31684 -4.27824  -0.527
O9 -5.26884 -0.59247 -3.46218  -0.018
C15 -4.74547 -1.08675 -2.22939  -0.240
C16 -3.46434 -1.86997 -2.43004  -0.063
C17 -6.21342 -2.80341 -4.04906  0.015
H21 -5.50109 -1.66019 -1.69132  0.115
H22 -4.54227 -0.19900 -1.63216  0.118
H23 -3.62718 -2.75855 -3.03932  0.069
H24 -3.05529 -2.18286 -1.46884  0.080
H25 -2.72512 -1.25431 -2.94374  0.078
H26 -5.48857 -3.32490 -4.67230  0.097
H27 -7.21423 -3.09545 -4.35396  0.093
H28 -6.08441 -3.11191 -3.01426  0.070

---

# 2
C17H28N2O3 | ωB97M-V/def2-TZVPD

- Frontier orbital gap: 0.062 Eh
- Relative energy (zero: lowest compared OMol25 entry of this formula, charge and spin): 557.5 kcal per mole
- Energy: -27183.917 eV
- 2S+1: 1
- Lowest unoccupied orbital energy: -3.2 eV

Last column: Löwdin charge in e.
Atoms and positions in Å:
C1 -4.70490 -0.95934 -0.41302  0.056
C2 -3.81117 -0.05642 -1.06438  -0.082
C3 -2.68184 0.98416 -1.72642  -0.150
C4 -1.37259 0.88817 -0.68994  -0.116
C5 -0.20845 -0.24851 -1.08148  0.113
C6 1.05689 -0.29923 0.01222  -0.044
O1 2.19354 -1.25003 -0.15182  -0.143
C7 1.60643 -2.59340 0.12247  -0.189
C8 1.56123 -3.54546 -1.24909  -0.192
C9 3.04779 -3.87183 -1.86284  -0.258
C10 2.79874 -4.51723 -3.37354  -0.147
C11 0.94551 0.77083 1.29314  0.035
C12 2.07244 0.82518 2.48632  -0.162
O2 3.08028 1.86954 2.23512  -0.206
C13 4.02293 1.87120 3.37453  -0.210
C14 4.64998 3.37233 3.59554  -0.214
C15 4.78397 4.26705 2.21740  -0.148
N1 -0.26553 1.67260 1.33747  -0.011
N2 -1.32193 1.79735 0.48676  0.078
H1 -5.08206 -1.74449 0.40330  0.076
H2 -3.16640 2.07471 -1.70185  0.129
H3 -2.37007 0.68251 -2.81530  0.116
H4 -0.28735 -0.95865 -2.00936  0.109
H5 2.16748 -3.15863 0.99367  0.141
H6 0.47187 -2.50918 0.46959  0.133
H7 0.88079 -3.05067 -2.09348  0.105
H8 1.06233 -4.60329 -1.01050  0.136
H9 3.60493 -4.69872 -1.22704  0.111
H10 3.74531 -2.91754 -1.87775  0.113
H11 1.62241 -4.50368 -3.57663  0.077
H12 3.37795 -3.88606 -4.19419  0.081
H13 3.19402 -5.63625 -3.41495  0.081
H14 1.48086 1.11009 3.48325  0.139
H15 2.52835 -0.24527 2.68629  0.151
H16 3.44514 1.54927 4.34164  0.123
H17 4.90470 1.12865 3.17143  0.136
H18 4.00237 3.96475 4.37915  0.114
H19 5.73597 3.23158 4.01841  0.113
H20 3.76455 4.78813 1.89653  0.086
H21 5.52255 5.16501 2.48304  0.083
H22 5.28340 3.69981 1.31974  0.084
H23 -0.28383 2.32239 2.18401  0.180
C16 -7.79880 1.63843 -1.68987  -0.130
C17 -7.98380 0.11078 -1.66928  -0.560
O3 -9.19828 -0.12448 -1.19978  -0.220
H24 -7.88086 2.07500 -0.68645  0.060
H25 -6.80219 1.88621 -2.07327  0.039
H26 -8.53154 2.13155 -2.34115  0.061
H27 -7.12005 -0.27648 -1.10667  0.046
H28 -7.74307 -0.22240 -2.69098  0.078

---

# 3
C17H28N2O4 | ωB97M-V/def2-TZVPD

- SMILES string: COc1cccc(OC)c1OCCOCCN1CCN(C)CC1
- Frontier orbital gap: 0.322 Eh
- Relative energy (zero: lowest compared OMol25 entry of this formula, charge and spin): 74.9 kcal per mole
- Energy: -29251.352 eV
- 2S+1: 1
- Lowest unoccupied orbital energy: 0.8 eV

Last column: Löwdin charge in e.
Atoms and positions in Å:
C1 -1.81034 -3.88236 0.17474  -0.079
H1 -1.56577 -4.49556 1.04118  0.094
O1 -2.32597 -2.68235 0.69445  -0.079
C2 -2.70382 -1.70420 -0.17829  -0.200
C3 -2.66287 -1.82951 -1.56250  -0.028
C4 -3.08982 -0.78832 -2.36346  -0.085
C5 -3.55598 0.39112 -1.81520  -0.032
C6 -3.58602 0.54134 -0.43397  -0.206
C7 -3.16464 -0.50974 0.39188  -0.141
O2 -3.25940 -0.33966 1.75603  -0.012
C8 -2.03057 -0.33450 2.45234  -0.143
H2 -2.29965 -0.18938 3.50053  0.133
C9 -1.11483 0.79850 1.98357  -0.176
O3 -0.54401 0.42180 0.74970  -0.153
C10 -0.10903 1.48070 -0.06722  -0.188
C11 1.21945 2.13261 0.37208  -0.163
N1 2.42054 1.34013 0.23196  -0.169
C12 2.76852 0.99877 -1.13241  -0.184
C13 4.18662 0.43587 -1.15292  -0.197
N2 4.24728 -0.75961 -0.33389  -0.232
C14 5.54762 -1.38770 -0.39459  -0.108
H3 5.76797 -1.65158 -1.42821  0.081
H4 6.35458 -0.73761 -0.01904  0.087
H5 5.53098 -2.29906 0.20166  0.082
C15 3.87029 -0.43032 1.02802  -0.194
C16 2.45691 0.14323 1.05170  -0.177
H6 2.19111 0.41102 2.07676  0.122
H7 1.75176 -0.62112 0.69229  0.124
H8 3.90480 -1.34234 1.62900  0.119
H9 4.56563 0.30786 1.46789  0.126
H10 4.46173 0.17179 -2.17720  0.119
H11 4.88601 1.21009 -0.78853  0.126
H12 2.72228 1.90191 -1.74605  0.123
H13 2.09048 0.24103 -1.55885  0.123
H14 1.35623 3.04155 -0.22209  0.121
H15 1.14077 2.42490 1.42345  0.118
H16 -0.88316 2.26199 -0.11178  0.122
H17 -0.00174 1.04631 -1.06435  0.122
H18 -0.33545 0.97440 2.73999  0.121
H19 -1.70989 1.71441 1.86473  0.132
H20 -1.50633 -1.28823 2.33023  0.125
O4 -3.98812 1.67343 0.21440  -0.074
C17 -4.51818 2.72590 -0.54963  -0.087
H21 -3.77184 3.14942 -1.23172  0.093
H22 -5.39313 2.40695 -1.12517  0.097
H23 -4.81972 3.48775 0.16814  0.094
H24 -3.87640 1.18782 -2.46670  0.100
H25 -3.05756 -0.89771 -3.43720  0.104
H26 -2.30473 -2.73569 -2.02298  0.100
H27 -0.90314 -3.70895 -0.41326  0.099
H28 -2.54943 -4.40712 -0.43955  0.096

---

Which formula does entry 1 have?
C17H28I2N3O9

---

Look up the lowest unoccupied orbital energy of the second one.
-3.2 eV